Molecular formula: C5H12NO
Method: DFT, wB97M-V/def2-TZVPD

Results
HOMO: -0.532 Eh
ΔE to the lowest compared entry with this formula, charge and spin: 238.51 kJ/mol
Kohn-Sham gap: 11.02 eV
net charge: +1
SMILES: C[NH2+][C@]1(C)O[C@@H]1C
lowest unoccupied orbital energy: -0.12711 Ha

```
19
Properties=species:S:1:pos:R:3:forces:R:3:lowdin_charge:R:1
C 1.533757 0.317734 0.277850 -4.0278 -2.0862 -1.1927 -0.184
C 0.047774 0.802463 -0.171912 3.2297 -0.3149 1.2899 -0.411
C 1.962755 -1.142064 0.134608 -0.6496 0.4427 -0.3934 -0.022
C -0.772077 1.868515 0.499162 1.9517 -0.8043 0.5508 0.041
C -1.580646 -1.083777 -0.024692 -1.2014 1.2080 1.6539 0.004
N -0.780964 -0.185509 -0.895316 1.2580 -2.4424 -3.7735 0.032
O 1.234367 1.122675 -0.819520 0.4706 0.6400 -1.0468 0.053
H 1.849751 0.700201 1.182591 0.7653 1.7347 1.5064 0.122
H 3.051996 -1.196293 0.253163 -0.2394 -0.1301 -0.3018 0.093
H 1.661214 -1.505142 -0.895620 0.5036 -0.1193 1.3140 0.096
H 1.517070 -1.704829 1.008088 0.3797 0.3379 -1.2010 0.107
H -1.003880 2.704861 -0.102325 -0.8986 0.4941 -1.2387 0.092
H -0.190478 2.359026 1.290028 -0.1625 -0.6491 0.1843 0.118
H -1.558677 1.263223 0.879689 -1.2010 0.8456 0.7900 0.054
H -2.112138 -0.315667 0.674400 1.0959 -2.2311 -0.5467 0.124
H -2.415757 -1.512314 -0.579453 0.4081 -0.2426 -0.2222 0.105
H -0.907756 -1.871544 0.423796 -0.9810 1.1874 -0.1829 0.124
H -1.412212 0.270590 -1.622757 0.9472 -0.4093 1.0957 0.217
H -0.124090 -0.892142 -1.511785 -1.6485 2.5387 1.7147 0.237
```
Forces are in eV/Å.